[1]
This record from the OMol25 dataset describes a structure of composition C24H26ClIN5O6V. The level of theory is ωB97M-V/def2-TZVPD.

CARTESIAN COORDINATES (ANGSTROEM)
1 V 0.578 0.496 1.080
2 C 0.109 -1.983 4.679
3 C 0.200 -1.737 3.209
4 O 0.140 -0.558 2.788
5 N 0.298 -2.789 2.406
6 C 0.697 -2.802 0.993
7 C -0.256 -2.193 -0.015
8 C -1.127 -3.015 -0.707
9 C -1.921 -2.493 -1.716
10 C -1.804 -1.153 -2.031
11 C -0.928 -0.372 -1.302
12 N -0.183 -0.875 -0.304
13 H -0.685 -1.365 5.095
14 H 1.057 -1.666 5.115
15 H -0.065 -3.028 4.923
16 H 0.357 -3.677 2.876
17 H 0.796 -3.854 0.735
18 H 1.674 -2.337 0.894
19 H -1.168 -4.068 -0.460
20 H -2.606 -3.133 -2.255
21 H -2.373 -0.697 -2.829
22 H -0.806 0.686 -1.517
23 O 4.654 -0.609 1.694
24 Cl 3.395 -0.384 2.345
25 O 2.968 -1.543 3.121
26 O 2.356 -0.368 1.142
27 O 1.001 1.907 0.590
28 I -5.174 -0.582 2.654
29 C -3.798 0.684 1.749
30 C -4.193 1.847 1.099
31 C -3.215 2.632 0.514
32 C -1.890 2.244 0.591
33 N -1.510 1.122 1.218
34 C -2.456 0.363 1.787
35 H -5.236 2.128 1.047
36 H -3.470 3.541 -0.011
37 H -1.117 2.825 0.112
38 H -2.122 -0.534 2.288
39 C 4.097 3.147 -3.135
40 N 2.987 3.215 -2.191
41 N 1.859 2.470 -2.536
42 C 0.711 3.126 -2.095
43 O -0.411 2.619 -2.103
44 C 1.173 4.417 -1.653
45 C 2.524 4.428 -1.738
46 C 3.473 5.537 -1.448
47 C 1.970 1.061 -2.660
48 C 2.834 0.351 -1.840
49 C 2.925 -1.029 -1.972
50 C 2.147 -1.695 -2.906
51 C 1.281 -0.974 -3.723
52 C 1.195 0.404 -3.611
53 H 4.397 2.110 -3.264
54 H 4.935 3.693 -2.713
55 H 3.822 3.573 -4.104
56 H 0.539 5.199 -1.273
57 H 2.947 6.349 -0.953
58 H 3.907 5.925 -2.371
59 H 4.286 5.202 -0.804
60 H 3.426 0.870 -1.099
61 H 3.608 -1.573 -1.331
62 H 2.229 -2.769 -3.016
63 H 0.684 -1.486 -4.467
64 H 0.537 0.981 -4.247

Forces on atoms 1 to 3 (eV/Å):
V 0.149 -0.234 0.200
C -0.027 0.021 -0.025
C 0.028 -0.058 0.061

The gap between HOMO and LUMO (spin up / spin down) comes out at 7.341 / 7.262 eV. The net charge is +1. The multiplicity is 2. Its HOMO energy (spin up / spin down) is -10.6 / -10.6 eV. As for the LUMO energy (spin up / spin down): -0.121 / -0.124 Ha.

[2]
This record from the OMol25 dataset describes a structure of composition C24H26MnN3 at a distorted geometry. The level of theory is ωB97M-V/def2-TZVPD.

CARTESIAN COORDINATES (ANGSTROEM)
1 C -4.433 -3.654 -0.344
2 C -4.346 -3.952 1.093
3 C -5.456 -2.719 -0.829
4 C -3.722 -4.513 -1.302
5 H -6.436 -3.210 -0.966
6 H -5.173 -2.293 -1.800
7 H -5.606 -1.898 -0.117
8 H -5.057 -4.738 1.402
9 H -4.569 -3.064 1.695
10 H -3.342 -4.309 1.356
11 H -4.299 -5.419 -1.558
12 H -2.765 -4.852 -0.887
13 H -3.526 -3.984 -2.243
14 C -1.012 1.540 1.343
15 C -2.152 1.333 0.469
16 C -2.779 0.085 0.914
17 H -2.583 2.079 -0.190
18 C -2.002 -0.438 2.001
19 C -0.885 0.424 2.209
20 H -0.089 0.289 2.941
21 H -0.495 2.493 1.439
22 H -3.819 -0.158 0.701
23 H -2.275 -1.274 2.644
24 C 0.507 -1.207 -2.132
25 C 0.164 0.143 -2.396
26 C -1.278 0.288 -2.325
27 H 0.820 0.883 -2.853
28 C -1.808 -1.063 -2.151
29 C -0.700 -1.968 -2.081
30 H -0.767 -3.053 -2.136
31 H 1.522 -1.599 -2.132
32 H -1.852 1.174 -2.581
33 H -2.832 -1.335 -2.397
34 Mn -0.928 -0.092 -0.344
35 N 8.875 4.276 2.270
36 C 7.853 3.877 1.859
37 C 6.598 3.384 1.388
38 C 6.480 2.082 0.906
39 C 5.236 1.540 0.584
40 C 4.112 2.355 0.700
41 C 4.216 3.697 1.057
42 C 5.461 4.189 1.438
43 N 2.852 1.847 0.301
44 C 1.977 2.531 -0.526
45 C 0.833 1.805 -0.534
46 N 1.039 0.588 0.153
47 C 2.218 0.708 0.750
48 H 7.371 1.479 0.791
49 H 5.120 0.529 0.183
50 H 3.329 4.343 1.043
51 H 5.557 5.210 1.788
52 H 2.223 3.455 -1.006
53 H -0.085 2.152 -1.013
54 H 2.708 0.013 1.427

Forces on atoms 1 to 3 (eV/Å):
C 0.250 0.186 0.040
C 0.143 -0.075 0.508
C -0.339 0.417 -0.184

The gap between HOMO and LUMO (spin up / spin down) comes out at 4.268 / 8.906 eV. The net charge is +1. The multiplicity is 4. Its HOMO energy (spin up / spin down) is -9.2 / -11.9 eV. As for the LUMO energy (spin up / spin down): -0.179 / -0.110 Ha.

Energy relative to the best compared isomer or geometry (same formula, charge and spin)? In order: 0.0; 82.2 kJ/mol.